Entry 1:
Molecular formula: C15H15BO
Method: DFT, the ωB97M-V functional and the def2-TZVPD basis

Last column: Mulliken charge in e.
Cartesian coordinates (Å):
1 C -4.916 1.124 0.513  -0.43
2 C -4.516 -0.221 0.430  -0.63
3 C -3.169 -0.535 0.373  -0.45
4 C -2.195 0.488 0.395  0.50
5 C -0.789 0.124 0.373  1.21
6 O 0.017 1.216 0.318  -0.43
7 C 1.394 1.034 0.405  0.49
8 C 1.990 -0.200 0.362  0.50
9 C 3.392 -0.272 0.416  -0.57
10 C 4.132 0.893 0.564  -0.59
11 C 3.512 2.148 0.573  -0.44
12 C 2.124 2.227 0.502  -0.63
13 C 1.162 -1.412 0.067  -0.59
14 C -0.284 -1.128 0.321  -0.98
15 C -2.601 1.821 0.495  -0.42
16 C -3.947 2.142 0.553  -0.54
17 H -5.977 1.375 0.474  0.36
18 H -5.251 -1.029 0.368  0.36
19 H -2.827 -1.560 0.339  0.23
20 H 3.878 -1.228 0.275  0.40
21 H 5.229 0.851 0.624  0.34
22 H 4.099 3.055 0.770  0.35
23 H 1.615 3.181 0.612  0.38
24 H 1.514 -2.328 0.569  0.50
25 H -0.950 -1.984 0.187  0.29
26 H -1.865 2.614 0.578  0.39
27 H -4.252 3.202 0.591  0.35
28 H 1.188 -1.546 -0.996  0.03
29 B 2.130 -3.647 -2.902  0.12
30 H 1.218 -4.255 -2.309  -0.04
31 H 1.764 -2.681 -3.585  -0.03
32 H 3.179 -3.469 -2.255  -0.04

Force components x, y, z for each atom (eV/Å):
0.32 0.12 -0.29
-0.11 0.28 -0.14
0.32 0.78 0.13
-1.15 -0.36 0.34
1.03 -1.48 -0.31
0.76 0.30 0.24
-0.54 1.30 -0.01
0.90 -0.55 -0.20
-0.49 0.83 0.00
0.69 0.09 -0.29
-0.27 -0.03 0.65
0.46 -0.46 0.33
-0.46 0.30 0.52
-0.84 0.33 -0.13
0.17 -0.11 0.19
-0.91 -0.18 -0.16
0.32 -0.05 0.18
0.18 0.39 0.11
-0.28 0.00 -0.07
0.04 -0.09 0.22
-0.56 -0.07 -0.02
-0.25 -0.45 -0.34
-0.03 -0.24 -0.21
-0.05 0.39 -0.16
0.15 0.44 0.40
-0.02 -0.18 -0.16
0.14 -0.70 0.06
0.49 -0.63 -0.91
-0.96 2.26 2.44
1.00 -0.16 -1.09
0.51 -1.28 -0.19
-0.55 -0.78 -1.12

**Structure (SMILES)**: C1=C(c2ccccc2)Oc2ccccc2C1.B
**LUMO level**: -0.582 eV
**Gap between HOMO and LUMO**: 7.4 eV
**Relative energy (zero: lowest compared OMol25 entry of this formula, charge and spin)**: 0.0 kJ/mol
**HOMO**: -7.94 eV


Entry 2:
Molecular formula: C15H15BiN3P
Method: DFT, the ωB97M-V functional and the def2-TZVPD basis

Last column: Mulliken charge in e.
Cartesian coordinates (Å):
1 C -0.489 -0.916 -4.888  -0.42
2 C -0.662 -0.058 -5.965  -0.37
3 C -0.431 1.338 -5.977  -0.42
4 C 0.161 2.072 -4.922  -0.27
5 C 0.503 1.582 -3.666  -0.71
6 Bi -0.892 0.075 -2.920  0.77
7 P 0.113 -2.640 -2.236  -0.17
8 H -0.496 -2.008 -5.030  0.20
9 H -1.019 -0.459 -6.934  0.24
10 H -0.633 1.892 -6.902  0.28
11 H 1.173 2.124 -2.981  0.36
12 H 0.394 3.130 -5.141  0.26
13 H 1.361 -3.024 -1.662  0.09
14 H 0.056 -3.691 -3.183  0.09
15 H -0.702 -3.273 -1.262  0.08
16 N -0.489 1.043 8.334  -0.48
17 C -0.491 0.872 7.175  0.06
18 C -0.411 0.637 5.756  0.37
19 C -1.443 0.970 4.859  -0.96
20 C -1.282 0.759 3.479  -0.40
21 C -0.097 0.172 3.023  1.63
22 C 0.933 -0.164 3.911  -0.35
23 C 0.763 0.053 5.274  -0.94
24 N 0.147 -0.068 1.657  0.22
25 C 1.220 -0.833 1.180  -0.23
26 C 1.318 -0.599 -0.152  -1.19
27 N 0.247 0.205 -0.552  -0.26
28 C -0.421 0.516 0.572  -0.19
29 H -2.360 1.395 5.265  0.42
30 H -2.073 1.039 2.780  0.30
31 H 1.881 -0.561 3.535  0.24
32 H 1.572 -0.240 5.948  0.40
33 H 1.797 -1.493 1.803  0.38
34 H 2.062 -0.993 -0.831  0.68
35 H -1.311 1.146 0.651  0.28

Force components x, y, z for each atom (eV/Å):
-1.23 0.36 0.21
0.27 0.11 -0.22
-0.21 0.70 0.12
0.24 -0.47 -0.74
-0.87 0.33 1.02
1.03 0.16 -1.93
0.34 -0.95 0.36
-0.32 0.51 -0.09
0.65 -0.05 0.44
0.02 -0.33 0.40
-0.66 0.06 -0.31
0.29 -0.64 -0.02
-0.33 -0.07 -0.16
0.00 0.10 0.08
0.16 -0.07 -0.01
-0.07 -0.37 -2.67
-0.19 0.39 2.49
-0.02 -0.18 -0.44
0.36 -0.02 -0.15
0.06 -0.14 0.67
0.16 0.11 0.51
-0.23 0.14 0.35
0.33 -0.17 -0.41
0.58 -0.70 -0.64
0.03 0.39 0.04
-1.12 0.28 0.34
0.21 0.45 2.02
0.75 -0.29 -1.29
0.20 -0.04 -0.26
0.24 -0.16 0.32
-0.51 0.21 0.32
-0.37 0.25 -0.10
-0.04 0.18 0.01
-0.25 0.19 -0.02
0.51 -0.26 -0.23

**LUMO level (spin up / spin down)**: -0.691 / -0.691 eV
**Gap between HOMO and LUMO (spin up / spin down)**: 4.9 / 4.9 eV
**Relative energy (zero: lowest compared OMol25 entry of this formula, charge and spin)**: 0.0 kJ/mol
**HOMO (spin up / spin down)**: -5.63 / -5.63 eV


Entry 3:
Molecular formula: C15H15Br9F4O12
Method: DFT, the ωB97M-V functional and the def2-TZVPD basis

Last column: Mulliken charge in e.
Cartesian coordinates (Å):
1 C -4.012 -0.067 2.278  -0.01
2 C -3.745 -1.225 1.447  -0.08
3 O -3.987 -2.342 2.328  -0.36
4 C -5.092 -2.007 2.919  0.70
5 O -5.839 -2.725 3.579  -0.60
6 O -5.151 -0.691 2.895  -0.37
7 F -2.515 -1.111 0.959  0.00
8 H -4.184 0.765 1.595  0.12
9 H -3.213 0.223 2.960  0.25
10 H -4.361 -1.439 0.573  0.28
11 C -3.559 -1.972 -3.488  -0.36
12 C -2.804 -0.824 -4.059  0.53
13 O -3.190 0.216 -3.264  -0.31
14 C -3.866 -0.246 -2.143  0.82
15 O -4.134 0.483 -1.138  -0.61
16 O -4.007 -1.522 -2.263  -0.25
17 F -3.182 -0.693 -5.333  -0.34
18 H -2.986 -2.888 -3.346  0.03
19 H -4.443 -2.222 -4.075  0.30
20 H -1.722 -0.951 -4.053  0.23
21 C 0.882 1.297 -0.576  -0.01
22 C 1.077 0.211 0.545  0.52
23 O 0.866 -0.808 -0.298  -0.27
24 C -0.058 -0.532 -1.148  0.61
25 O -0.696 -1.328 -1.894  -0.53
26 O -0.048 0.783 -1.451  -0.31
27 F -0.001 0.370 1.357  -0.14
28 H 1.831 1.440 -1.094  0.18
29 H 0.475 2.177 -0.078  -0.05
30 H 2.005 0.160 1.114  0.07
31 C 6.860 1.813 -1.342  -0.47
32 C 5.712 2.336 -2.154  0.40
33 O 4.584 2.111 -1.339  -0.29
34 C 4.990 1.655 -0.064  0.53
35 O 4.172 1.342 0.750  -0.28
36 O 6.284 1.209 -0.247  -0.31
37 F 5.691 1.428 -3.206  -0.31
38 H 7.552 2.625 -1.119  0.26
39 H 7.453 0.992 -1.745  0.23
40 H 6.041 3.333 -2.446  0.31
41 C 4.446 -0.064 4.489  -0.44
42 Br 2.643 0.615 3.947  0.02
43 Br 4.417 0.150 6.483  -0.07
44 Br 5.760 1.211 3.587  -0.04
45 H 4.565 -1.127 4.280  0.47
46 C -1.441 -4.787 -1.210  -0.05
47 Br -1.498 -6.665 -1.708  -0.04
48 Br 0.241 -4.254 -0.231  -0.05
49 Br -3.112 -4.169 -0.201  0.02
50 H -1.416 -4.160 -2.101  0.07
51 C -0.858 4.496 2.074  -0.42
52 Br -1.921 3.049 1.234  0.05
53 Br 1.136 4.447 1.821  -0.04
54 Br -1.382 4.458 3.937  -0.02
55 H -1.258 5.422 1.661  0.43

Force components x, y, z for each atom (eV/Å):
-1.12 -0.35 -0.41
1.18 -0.99 -1.64
2.26 -1.58 -1.81
-1.75 -1.51 3.84
1.53 1.56 -2.09
-2.32 3.55 1.28
1.80 -0.94 -0.05
-0.94 0.17 0.45
-0.11 -0.47 0.28
-0.51 0.68 0.14
-0.22 -2.05 -0.60
1.12 -1.30 0.13
-0.79 1.74 1.31
0.78 4.39 3.10
0.77 -3.18 -4.41
-1.30 -0.84 2.26
-0.50 0.85 -1.47
0.11 0.17 0.05
0.13 0.10 -0.36
0.00 0.25 0.14
1.96 2.38 2.49
-0.29 3.72 -1.52
0.59 -5.12 1.44
-3.41 -2.01 -6.94
1.97 2.20 3.36
-0.89 -1.35 0.66
-0.18 -0.52 1.09
0.02 0.41 0.06
0.35 0.27 -0.47
-0.16 -0.12 -0.28
1.64 -0.09 0.23
1.36 -2.46 0.09
0.65 1.82 0.28
-0.77 -2.78 -2.37
1.59 1.03 -0.41
-1.80 0.74 3.44
-1.08 1.04 -0.53
0.02 0.04 0.66
-0.17 0.40 -0.93
-1.58 0.24 -0.62
-0.77 2.23 0.68
0.86 -0.78 -0.03
0.54 -0.29 -1.27
-0.77 -1.60 1.09
0.20 0.46 -0.31
-0.09 0.83 0.86
0.02 0.91 0.35
-1.38 -0.67 -0.57
1.59 -0.89 -0.84
-0.03 -0.33 0.21
-0.27 -0.49 0.13
0.88 0.64 -0.14
-1.66 -0.16 0.11
0.49 0.24 -0.10
0.48 -0.23 -0.02

**LUMO level**: -0.693 eV
**Gap between HOMO and LUMO**: 9.5 eV
**Relative energy (zero: lowest compared OMol25 entry of this formula, charge and spin)**: 307.3 kJ/mol
**HOMO**: -10.17 eV


Entry 4:
Molecular formula: C15H15BrFeN4O4S4Sb
Method: DFT, the ωB97M-V functional and the def2-TZVPD basis

Last column: Löwdin spin population.
Cartesian coordinates (Å):
1 Fe 0.138 0.504 0.078  3.69
2 N 0.993 -3.359 -1.275  0.00
3 C 1.137 -2.088 -0.793  0.01
4 O 0.749 -1.129 -1.451  0.04
5 C 1.796 -1.929 0.553  0.01
6 C 1.918 -0.450 0.888  0.06
7 H 0.393 -3.463 -2.079  0.00
8 H 1.020 -4.129 -0.630  0.00
9 H 2.769 -2.444 0.534  0.00
10 H 1.158 -2.424 1.293  0.00
11 H 2.761 -0.003 0.348  0.01
12 H 2.038 -0.302 1.960  0.01
13 S -3.588 3.133 -0.694  0.13
14 Sb -1.649 4.249 -0.086  0.13
15 S 1.795 2.721 -0.398  0.42
16 S 0.414 2.684 1.017  0.33
17 S -0.964 5.175 -2.107  0.03
18 N -0.012 3.313 -4.715  0.00
19 C -0.124 1.990 -4.919  0.00
20 O 0.252 1.454 -5.956  0.00
21 C -0.755 1.216 -3.817  0.00
22 C -1.362 -0.014 -4.100  0.00
23 C -1.982 -0.696 -3.066  0.00
24 C -1.980 -0.151 -1.798  0.01
25 N -1.308 0.974 -1.490  0.02
26 C -0.722 1.630 -2.495  0.01
27 H 0.464 3.866 -5.407  0.00
28 H -0.356 3.786 -3.887  0.00
29 H -1.322 -0.395 -5.110  0.00
30 H -2.480 -1.640 -3.241  0.00
31 H -2.511 -0.621 -0.981  0.00
32 H -0.189 2.530 -2.220  0.00
33 Br -4.530 -5.003 4.562  0.00
34 C -3.573 -4.162 3.128  0.00
35 C -3.761 -4.643 1.846  0.00
36 N -3.109 -4.114 0.802  0.00
37 C -2.318 -3.077 1.029  0.00
38 C -2.078 -2.522 2.279  0.00
39 C -2.713 -3.120 3.387  0.00
40 C -1.180 -1.317 2.466  0.01
41 O -0.691 -1.128 3.578  0.01
42 O -1.021 -0.608 1.423  0.06
43 H -4.433 -5.467 1.635  0.00
44 H -1.824 -2.663 0.158  0.00
45 H -2.527 -2.740 4.379  0.00

Force components x, y, z for each atom (eV/Å):
0.75 -0.39 1.20
-0.14 -0.06 -0.28
0.06 -0.03 0.09
-0.11 -0.33 -0.17
0.26 0.59 0.16
-0.38 0.20 -0.39
0.03 0.03 0.05
0.10 0.05 0.08
-0.17 -0.36 -0.08
0.02 -0.17 0.02
0.07 -0.07 0.15
0.04 0.04 0.06
0.37 0.20 0.47
-1.02 0.22 -0.66
0.44 0.05 -0.44
-0.29 0.34 0.38
0.25 0.03 0.33
0.07 -0.05 0.01
0.20 0.49 -0.25
-0.01 -0.33 -0.19
-0.54 -1.02 -0.06
0.38 0.67 0.28
-0.32 0.01 -0.20
0.20 0.49 0.03
0.06 -0.94 -0.59
-0.02 0.29 0.14
-0.01 -0.12 -0.05
-0.13 0.16 0.30
-0.03 -0.02 -0.06
-0.06 -0.01 0.00
0.11 -0.06 0.12
0.06 0.00 0.05
0.10 0.09 -0.12
-0.25 -0.34 0.27
0.39 0.27 -0.49
-0.62 -0.59 0.32
0.32 0.28 -0.15
-0.59 -0.56 0.79
0.44 0.52 -0.94
0.66 0.77 -0.14
-0.22 -0.25 0.11
-0.53 -0.30 -0.36
0.00 0.00 0.10
0.04 0.13 0.05
0.04 0.07 0.07

**Charge**: -2
**LUMO level (spin up / spin down)**: 3.513 / 3.513 eV
**Spin multiplicity**: 6
**Gap between HOMO and LUMO (spin up / spin down)**: 4.8 / 5.1 eV
**Relative energy (zero: lowest compared OMol25 entry of this formula, charge and spin)**: 210.0 kJ/mol
**HOMO (spin up / spin down)**: -1.26 / -1.63 eV


Entry 5:
Molecular formula: C15H15BrN2O3S
Method: DFT, the ωB97M-V functional and the def2-TZVPD basis

Last column: Mulliken charge in e.
Cartesian coordinates (Å):
1 C -2.354 3.775 2.061  -0.92
2 H -2.304 3.478 1.008  0.36
3 O -2.484 2.663 2.909  -0.43
4 C -1.483 1.738 2.918  1.13
5 C -0.338 1.791 2.143  -0.71
6 C 0.621 0.789 2.225  -0.80
7 C 0.448 -0.274 3.085  -0.74
8 C -0.700 -0.336 3.874  -0.21
9 C -1.666 0.651 3.803  0.94
10 O -2.817 0.671 4.528  -0.45
11 C -3.053 -0.379 5.433  -0.91
12 H -3.107 -1.347 4.925  0.37
13 H -4.015 -0.159 5.892  0.23
14 H -2.283 -0.422 6.210  0.35
15 H -0.821 -1.176 4.539  0.48
16 C 1.456 -1.394 3.169  -0.99
17 C 0.766 -2.681 2.789  0.40
18 O 0.438 -3.557 3.555  -0.64
19 N 0.466 -2.795 1.453  -0.22
20 N 0.784 -1.865 0.557  -0.04
21 C 0.392 -1.978 -0.651  -0.24
22 C 0.725 -0.985 -1.622  0.56
23 C 0.370 -0.964 -2.946  -0.77
24 C 0.869 0.172 -3.608  -0.01
25 C 1.592 1.002 -2.805  -0.41
26 S 1.678 0.405 -1.200  -0.01
27 H 2.072 1.921 -3.073  0.47
28 Br 0.564 0.514 -5.443  -0.18
29 H -0.220 -1.723 -3.427  0.44
30 H -0.211 -2.823 -1.001  0.31
31 H -0.071 -3.620 1.172  0.28
32 H 1.832 -1.499 4.188  0.36
33 H 2.279 -1.202 2.482  0.43
34 H 1.503 0.850 1.608  0.62
35 H -0.174 2.611 1.463  0.36
36 H -3.249 4.373 2.222  0.23
37 H -1.471 4.373 2.310  0.36

Force components x, y, z for each atom (eV/Å):
0.04 0.17 -0.15
0.02 0.01 0.04
0.10 -0.38 0.21
-0.14 -0.01 0.08
-0.22 0.19 0.04
0.02 -0.15 0.24
0.13 0.28 -0.08
-0.17 0.10 0.06
-0.12 0.12 -0.04
0.20 0.26 -0.30
-0.03 -0.19 0.14
0.02 0.04 0.02
0.07 -0.06 0.00
-0.02 -0.01 -0.04
-0.08 -0.10 0.11
-0.05 0.01 0.14
0.28 0.19 -0.08
-0.06 -0.12 0.20
-0.62 -1.13 -0.23
0.31 0.65 -0.62
-0.25 -0.78 0.74
0.36 0.88 -0.63
0.05 -0.15 0.49
0.27 0.52 -0.13
-0.16 -0.28 0.00
-0.27 -0.30 -0.41
0.09 0.18 -0.08
0.03 -0.05 0.20
-0.11 -0.16 -0.04
0.03 0.02 0.11
0.17 0.28 0.19
0.01 -0.11 -0.10
0.03 0.02 0.07
0.08 -0.02 -0.03
-0.05 0.11 -0.06
0.08 -0.01 -0.05
-0.02 -0.03 -0.02

**Structure (SMILES)**: COc1ccc(CC(=O)N/N=C/c2cc(Br)cs2)cc1OC
**LUMO level**: -0.104 eV
**Gap between HOMO and LUMO**: 7.9 eV
**Relative energy (zero: lowest compared OMol25 entry of this formula, charge and spin)**: 118.1 kJ/mol
**HOMO**: -7.96 eV


Entry 6:
Molecular formula: C15H15F5O15
Method: DFT, the ωB97M-V functional and the def2-TZVPD basis

Last column: Mulliken charge in e.
Cartesian coordinates (Å):
1 C -1.414 3.588 2.744  -0.25
2 C -1.649 4.637 1.667  0.30
3 O -0.979 5.742 2.224  -0.35
4 C -1.046 5.612 3.588  0.57
5 O -0.706 6.434 4.362  -0.48
6 O -1.545 4.383 3.911  -0.35
7 F -2.971 4.969 1.567  -0.30
8 H -0.427 3.157 2.571  0.17
9 H -2.185 2.823 2.693  0.37
10 H -1.293 4.341 0.684  0.31
11 C 2.586 -4.403 -1.048  -0.30
12 C 3.446 -3.324 -0.407  0.28
13 O 4.146 -3.983 0.598  -0.33
14 C 3.582 -5.209 0.818  0.63
15 O 3.770 -5.882 1.773  -0.50
16 O 2.757 -5.530 -0.203  -0.34
17 F 2.613 -2.396 0.196  -0.24
18 H 2.877 -4.602 -2.081  0.29
19 H 1.536 -4.116 -1.088  0.21
20 H 4.126 -2.778 -1.051  0.28
21 C 0.596 -4.516 4.241  -0.41
22 C -0.441 -4.415 3.129  0.30
23 O 0.008 -3.314 2.393  -0.29
24 C 0.813 -2.538 3.168  0.66
25 O 1.223 -1.465 2.868  -0.46
26 O 1.130 -3.180 4.302  -0.37
27 F -1.697 -4.169 3.584  -0.30
28 H 1.412 -5.131 3.854  0.27
29 H 0.227 -4.829 5.209  0.32
30 H -0.451 -5.307 2.507  0.28
31 C 0.825 0.885 0.631  -0.33
32 C -0.089 -0.216 0.147  0.78
33 O -0.335 0.091 -1.197  -0.34
34 C -0.021 1.396 -1.407  0.47
35 O -0.198 2.013 -2.402  -0.50
36 O 0.505 1.941 -0.273  -0.36
37 F -1.298 -0.105 0.806  -0.32
38 H 1.871 0.608 0.467  0.31
39 H 0.696 1.015 1.701  0.37
40 H 0.257 -1.237 0.264  -0.05
41 C -1.850 2.862 -4.814  -0.28
42 C -2.076 3.831 -5.949  0.35
43 O -2.284 2.951 -7.047  -0.32
44 C -2.892 1.847 -6.558  0.65
45 O -3.465 1.040 -7.202  -0.50
46 O -2.747 1.786 -5.210  -0.32
47 F -1.000 4.599 -6.229  -0.28
48 H -2.119 3.230 -3.833  0.21
49 H -0.866 2.403 -4.837  0.23
50 H -2.955 4.464 -5.827  0.28

Force components x, y, z for each atom (eV/Å):
-1.17 0.09 -1.09
0.27 -0.29 0.35
-0.07 -0.11 -0.19
-0.03 -0.16 0.18
-0.06 0.16 0.02
0.84 0.00 0.00
-0.19 -0.15 -0.11
0.13 0.02 0.51
0.06 -0.03 0.31
0.25 0.43 -0.03
-0.04 0.20 -0.70
-0.45 0.13 0.30
0.02 -0.11 -0.05
-0.25 -0.12 0.14
0.16 0.06 -0.12
-0.01 0.08 0.06
0.10 0.10 -0.07
0.27 -0.34 0.19
0.01 0.08 0.30
0.07 -0.01 -0.03
0.50 0.39 -0.75
0.45 -0.37 0.30
-0.21 0.12 -0.30
0.52 0.00 0.40
-0.25 0.15 -0.29
-0.43 -0.07 0.14
-0.13 0.06 0.11
-0.11 -0.32 0.41
-0.06 0.01 0.03
-0.23 0.10 -0.19
0.68 -1.19 -0.49
-0.50 -0.09 0.37
0.41 0.12 -0.23
-0.06 0.46 0.71
-0.07 -0.22 -0.19
-0.13 0.14 0.21
0.02 -0.09 0.05
-0.04 -0.04 0.04
-0.34 0.79 -0.14
0.09 0.01 -0.09
-0.42 -0.85 -0.32
0.35 -0.26 -0.25
-0.23 0.50 0.00
0.05 -0.36 0.48
-0.14 -0.25 -0.32
-0.05 0.54 0.05
0.04 0.05 0.08
0.01 -0.06 0.06
0.32 0.56 0.18
0.05 0.14 0.00

**Structure (SMILES)**: O=C1OC[C@@H](F)O1.O=C1OC[C@@H](F)O1.O=C1OC[C@@H](F)O1.O=C1OC[C@@H](F)O1.O=C1OC[C@@H](F)O1
**LUMO level**: 0.028 eV
**Gap between HOMO and LUMO**: 11.2 eV
**Relative energy (zero: lowest compared OMol25 entry of this formula, charge and spin)**: 27.8 kJ/mol
**HOMO**: -11.21 eV